Entry 1:
{"formula": "C4H6Cl2F2", "method": "wB97M-V/def2-TZVPD", "s_squared": 2.007, "spin_multiplicity": 3, "energy_ev": -34717.955, "gap_ev": [5.003, 7.644], "lumo_ev": [0.76, -3.55], "relative_energy_ev": 0.412, "fmax_ha_per_bohr": 0.16353, "elements": ["C", "C", "C", "C", "F", "F", "Cl", "Cl", "H", "H", "H", "H", "H", "H"], "positions_angstrom": [[-0.96157, 1.34810, 0.14243], [0.55997, -1.52081, 0.10395], [0.11773, -0.50714, -1.38010], [-1.07855, 0.39747, -1.02737], [-1.44475, 1.08393, -2.15621], [-2.21128, -0.43621, -0.78121], [-0.59566, -2.73165, 0.37066], [-0.11155, -1.63030, -2.67581], [-1.90712, 2.03076, 0.23870], [0.02065, 1.92665, 0.17419], [-1.11950, 0.71011, 1.01575], [1.44548, -2.02299, -0.05256], [0.67460, -0.60282, 0.75722], [1.03798, 0.04111, -1.55492]], "lowdin_spin": [0.00, 0.65, 0.62, 0.06, 0.06, 0.01, 0.29, 0.20, 0.00, 0.00, 0.00, 0.04, 0.05, 0.03]}

Entry 2:
{"formula": "C47H40IrN2O6P2Te", "method": "wB97M-V/def2-TZVPD", "charge": 2, "s_squared": 0.756, "spin_multiplicity": 2, "energy_ev": -93346.155, "gap_ev": [4.641, 4.644], "lumo_ev": [-7.62, -7.62], "fmax_ha_per_bohr": 0.08286, "elements": ["Ir", "O", "C", "O", "C", "C", "C", "C", "C", "N", "C", "O", "O", "H", "H", "H", "H", "H", "Te", "C", "C", "C", "N", "C", "C", "C", "P", "C", "C", "C", "C", "C", "C", "C", "C", "C", "C", "C", "C", "P", "C", "C", "C", "C", "C", "C", "C", "C", "C", "C", "C", "C", "H", "H", "H", "H", "H", "H", "H", "H", "H", "H", "H", "H", "H", "H", "H", "H", "H", "H", "H", "H", "H", "H", "H", "H", "C", "C", "C", "C", "C", "C", "C", "C", "C", "C", "O", "O", "H", "H", "H", "H", "H", "H", "H", "H", "H", "H", "H"], "positions_angstrom": [[0.31315, 0.65176, 0.78633], [0.05438, -2.22803, -2.60986], [0.37183, -1.47301, -1.57153], [-0.10004, -0.33469, -1.39307], [1.25846, -2.07332, -0.59619], [1.83273, -3.33597, -0.75858], [2.60937, -3.85412, 0.25488], [2.78265, -3.10528, 1.42059], [2.15798, -1.87377, 1.52767], [1.41562, -1.34663, 0.53680], [2.16392, -1.04875, 2.76574], [2.99379, -1.32655, 3.75011], [1.38060, -0.12170, 2.86942], [-0.59130, -1.79229, -3.19191], [1.65132, -3.87794, -1.67108], [3.06248, -4.82613, 0.16287], [3.36930, -3.51403, 2.23008], [3.57484, -2.08722, 3.60142], [-2.73557, 3.87575, -2.22072], [-4.77148, 3.16876, -2.49269], [-5.76461, 3.68410, -1.67664], [-7.05322, 3.17630, -1.81875], [-7.34734, 2.23984, -2.69053], [-6.41663, 1.76920, -3.48714], [-5.09401, 2.20380, -3.43224], [-2.14966, 1.99258, -1.39098], [-1.74036, 1.40043, -3.00163], [0.02337, 1.67797, -3.39503], [0.96744, 2.01747, -2.43180], [2.24944, 2.35825, -2.82638], [2.58401, 2.38603, -4.17190], [1.63147, 2.07820, -5.13019], [0.34723, 1.73734, -4.74883], [-2.43601, -0.28507, -3.22331], [-2.77596, -0.70975, -4.50594], [-3.46992, -1.89615, -4.66508], [-3.85579, -2.63597, -3.55668], [-3.53155, -2.20323, -2.27944], [-2.83358, -1.02090, -2.11010], [-1.81932, 1.65898, 0.33472], [-2.21905, 3.35001, 0.87192], [-1.22148, 4.31894, 0.78553], [-1.54657, 5.65906, 0.92094], [-2.86236, 6.03738, 1.14295], [-3.84539, 5.06965, 1.27573], [-3.53382, 3.72606, 1.12443], [-3.17288, 0.54091, 0.83370], [-4.43480, 0.67780, 0.25919], [-5.47328, -0.14280, 0.65753], [-5.25674, -1.11483, 1.62206], [-3.99215, -1.28317, 2.16403], [-2.94658, -0.47270, 1.75912], [-5.55482, 4.45998, -0.95500], [-7.86723, 3.54328, -1.21093], [-6.72861, 1.02417, -4.20556], [-4.35852, 1.80075, -4.11467], [0.71363, 2.00073, -1.37151], [2.98725, 2.61429, -2.08123], [3.58042, 2.66011, -4.48006], [1.88917, 2.11658, -6.17615], [-0.40850, 1.53356, -5.49592], [-2.50879, -0.11345, -5.36733], [-3.72977, -2.23821, -5.65378], [-4.42229, -3.54428, -3.68462], [-3.83033, -2.77117, -1.40942], [-2.56758, -0.67622, -1.12247], [-0.19471, 4.01763, 0.62442], [-0.77655, 6.40960, 0.83512], [-3.12392, 7.08137, 1.21953], [-4.86202, 5.35733, 1.49743], [-4.30509, 2.97440, 1.21851], [-4.59330, 1.41191, -0.51816], [-6.44771, -0.01917, 0.21042], [-6.07185, -1.74492, 1.93825], [-3.81668, -2.05032, 2.90239], [-1.95822, -0.61031, 2.17353], [0.22206, 2.32850, 8.64207], [0.17508, 2.53194, 7.16779], [1.31991, 2.55016, 6.38182], [1.26543, 2.59857, 4.99316], [2.53357, 2.68539, 4.22202], [-0.00191, 2.57039, 4.36947], [-1.16652, 2.71067, 5.14742], [-2.53060, 2.94714, 4.58389], [-1.05001, 2.70150, 6.53023], [-0.11502, 2.16434, 2.96300], [0.79662, 2.33215, 2.10658], [-1.14114, 1.49656, 2.62747], [1.23832, 2.37204, 9.02064], [-0.20040, 1.34935, 8.87840], [-0.37679, 3.07201, 9.16514], [2.28547, 2.51525, 6.85824], [3.38874, 2.65648, 4.89211], [2.55563, 3.61437, 3.65139], [2.61089, 1.87194, 3.50371], [-2.56373, 2.87008, 3.50447], [-2.85506, 3.94613, 4.87412], [-3.23968, 2.23832, 5.00482], [-1.94460, 2.80619, 7.12347]], "lowdin_spin": [0.88, 0.00, 0.00, 0.02, 0.00, 0.00, 0.00, 0.00, 0.00, 0.01, 0.00, 0.00, 0.02, 0.00, 0.00, 0.00, 0.00, 0.00, -0.01, 0.00, 0.00, 0.00, 0.00, 0.00, 0.00, 0.01, 0.00, 0.00, 0.01, 0.00, 0.00, 0.00, 0.00, 0.00, 0.00, 0.00, 0.00, 0.00, 0.00, -0.01, 0.00, 0.00, 0.00, 0.00, 0.00, 0.00, 0.00, 0.00, 0.00, 0.00, 0.00, 0.00, 0.00, 0.00, 0.00, 0.00, 0.01, 0.00, 0.00, 0.00, 0.00, 0.00, 0.00, 0.00, 0.00, 0.00, 0.00, 0.00, 0.00, 0.00, 0.00, 0.00, 0.00, 0.00, 0.00, 0.00, 0.00, 0.00, 0.00, 0.00, 0.00, 0.00, 0.00, 0.00, 0.00, 0.01, 0.01, 0.05, 0.00, 0.00, 0.00, 0.00, 0.00, 0.00, 0.00, 0.00, 0.00, 0.00, 0.00]}

Entry 3:
{"formula": "C4H4Cl4F2", "method": "wB97M-V/def2-TZVPD", "energy_ev": -59735.393, "smiles": "FC(Cl)(Cl)Cl.C/C=C(/F)Cl", "gap_ev": 9.579, "lumo_ev": 0.45, "fmax_ha_per_bohr": 0.10468, "elements": ["C", "C", "C", "C", "H", "H", "H", "H", "F", "F", "Cl", "Cl", "Cl", "Cl"], "positions_angstrom": [[0.27849, -2.81426, 1.07619], [-0.22953, 2.66018, -0.08514], [0.17105, 1.54918, -0.97711], [-0.44383, 0.35706, -1.14157], [-1.23597, 2.55444, 0.38981], [0.59488, 2.83353, 0.65724], [-0.09962, 3.61948, -0.75946], [0.95547, 1.60761, -1.68636], [-0.95712, -3.04362, 0.70700], [0.21566, -0.61371, -1.58121], [0.95715, -1.20779, 0.90133], [0.33593, -3.30756, 2.85983], [1.31873, -3.87696, 0.12249], [-1.86130, -0.31758, -0.48304]], "mulliken_charge": [0.47, -0.87, -0.10, 0.12, 0.32, 0.25, 0.25, 0.37, -0.13, -0.18, -0.08, -0.15, -0.12, -0.14]}